# 1
This record from the Open Molecules 2025 dataset describes 4 unconnected molecules or ions with the total composition C2H15N2O3 in a non-equilibrium geometry. The level of theory is ωB97M-V/def2-TZVPD.

Positions of all 22 atoms, in Å:
N 0.93592 -0.41816 1.20176
C -0.00836 -0.52962 0.04166
C -0.62260 -1.90395 -0.04465
N -1.46305 -2.05895 -1.18754
H 0.55806 0.19663 1.91153
H 1.09375 -1.33566 1.61767
H 1.84239 -0.07208 0.91704
H -0.75550 0.24678 0.15719
H 0.53101 -0.24006 -0.83212
H 0.18136 -2.64220 0.03389
H -1.26638 -2.04192 0.83000
H -0.99136 -2.02639 -2.07628
H -2.13940 -2.79249 -1.09157
H 2.22424 2.73351 1.68697
H 2.58355 2.70747 0.21832
O 1.95309 2.33820 0.85080
H -0.16974 2.29176 1.81919
H -1.60127 2.39178 1.60199
O -0.97591 1.77082 1.97243
H -1.24149 0.11316 -2.84420
H -0.32565 0.82248 -3.83570
O -0.34266 0.44888 -2.94838

ΔE to the lowest compared entry with this formula, charge and spin in kcal/mol: 11.9
Charge: +1
E in eV: -11434.0667


# 2
This record from the Open Molecules 2025 dataset describes a molecular structure, C7H13BCl5FMgN2NaPS in a non-equilibrium geometry. The level of theory is ωB97M-V/def2-TZVPD.

Positions of all 33 atoms, in Å:
N 3.41863 -2.10708 -2.21012
C 2.48754 -1.36472 -3.09876
B 1.12612 -0.94708 -2.32735
P -0.23729 -2.28113 -2.80471
S -1.01689 -2.12053 -4.64595
H 3.15361 -3.07715 -2.16951
H 4.32950 -2.12509 -2.65893
H 2.98921 -0.48655 -3.41647
H 2.23618 -1.97547 -3.93820
H 0.68323 0.12771 -2.77722
H 1.27244 -0.92440 -1.10750
H 0.40899 -3.48151 -2.77004
H -1.30347 -2.27927 -1.92265
Mg 5.74323 -3.74476 -2.30735
F -2.11378 -3.23210 -3.72470
Na 0.06037 0.63365 -0.48829
N -2.22943 1.96524 3.41150
C -2.69692 0.97017 4.15238
C -4.04576 0.75498 4.39229
C -4.96014 1.62767 3.83224
C -4.48890 2.67272 3.05877
C -3.11925 2.79320 2.88045
H -1.94896 0.31036 4.57738
H -4.36646 -0.07582 5.00342
H -6.02051 1.49629 3.99567
H -5.16491 3.38066 2.60196
H -2.71093 3.59845 2.27915
C 3.88046 3.00057 1.22144
Cl 2.67785 2.46797 0.01929
Cl 5.32390 2.03172 1.04148
Cl 4.24785 4.68977 0.93891
Cl 3.21137 2.79334 2.83195
Cl -0.82687 -5.09178 -3.87056

Charge: 0
E in eV: -106435.9469


Look up the charge of the second one.
0


Look up the E of the first one.
-11434.0667 eV